Below is a structure of composition C9H12F3N2O, with properties calculated with the ωB97M-V functional and the def2-TZVPD basis.

Cartesian coordinates (Å):
C 2.00307 -0.75620 -1.19866
C 1.82178 -0.37808 0.07996
C -0.13158 -0.50414 -1.04439
C -1.60884 -0.52253 -1.28148
C -2.00675 -1.06051 -2.60408
C 0.23862 2.21935 0.05390
C 0.64093 1.23149 2.33331
C -0.03194 1.03789 0.98474
C -0.20726 -1.72698 1.28128
N 0.78462 -0.83897 -1.85390
N 0.43109 -0.19217 0.29164
O -2.35246 -0.15264 -0.40527
F 0.72925 -1.92603 2.15559
F -0.29839 -2.68828 0.41893
F -1.32771 -1.36345 1.79376
H 2.90887 -0.97064 -1.73219
H 2.53313 -0.20770 0.86117
H -1.74741 -2.11876 -2.65319
H -1.46318 -0.56556 -3.40654
H -3.07946 -0.94731 -2.73697
H 1.30267 2.33501 -0.14381
H -0.29143 2.11799 -0.89220
H -0.11852 3.12525 0.53618
H 0.17103 2.08428 2.81959
H 1.70052 1.45636 2.23456
H 0.51605 0.37678 2.99404
H -1.11668 0.93556 1.11405

As for the relative energy (zero: lowest compared OMol25 entry of this formula, charge and spin): 260.6 kJ/mol. As for the molecular weight: 221.2 g mol⁻¹. The gap between HOMO and LUMO comes out at 8.942 eV. The calculation puts the LUMO energy at -5.4 eV. Its charge is +1. Its HOMO energy is -14.323 eV.


Below is a structure of composition C22H15F10N4OOsS, with properties calculated with the ωB97M-V functional and the def2-TZVPD basis.

Cartesian coordinates (Å):
Os -0.07195 -0.36677 0.38913
C -1.63704 -2.93272 2.27382
N -0.57204 -2.76140 1.29342
C -0.90256 -3.37452 0.01076
C -2.09364 -2.67171 -0.64525
N -1.95833 -1.24558 -0.48362
C -2.73830 -0.40105 -1.15285
C -3.54288 -0.62381 -2.30694
F -3.73656 -1.86796 -2.79593
C -4.12547 0.42068 -3.00225
F -4.85468 0.15398 -4.09403
C -3.95890 1.74625 -2.60248
F -4.44668 2.74837 -3.34722
C -3.30683 2.00194 -1.39451
F -3.20382 3.25440 -0.93251
C -2.78871 0.94453 -0.68612
F -2.26775 1.14952 0.55882
C 0.70415 -3.22814 1.82297
C 1.31884 -2.11404 2.66610
N 1.45446 -0.94600 1.82251
C 2.37353 -0.03132 2.17701
C 3.02909 0.71315 1.16593
F 2.69304 0.41276 -0.11596
C 3.99568 1.65906 1.42854
F 4.59260 2.30344 0.41739
C 4.36821 1.92079 2.74911
F 5.32836 2.81248 3.02392
C 3.73589 1.22833 3.77948
F 4.04910 1.49727 5.05278
C 2.78569 0.26427 3.49995
F 2.19772 -0.36040 4.54033
H -1.96349 -3.97792 2.34365
H -2.48755 -2.31272 2.00759
H -1.28862 -2.62355 3.25548
H -1.12609 -4.44959 0.12085
H -0.03154 -3.24805 -0.64523
H -3.03671 -3.00016 -0.18566
H -2.12152 -2.97066 -1.69775
H 1.38810 -3.43717 0.99669
H 0.59085 -4.14091 2.42278
H 2.30255 -2.43389 3.03042
H 0.68894 -1.91266 3.54020
O 0.19982 0.25017 -1.83459
N 0.55395 1.46772 -2.15971
C 0.74180 1.71708 -3.47037
C 1.10631 2.95139 -3.93810
C 1.29985 3.98440 -3.01634
C 1.08706 3.73079 -1.68511
C 0.70359 2.45855 -1.23347
S 0.39262 2.20112 0.42934
H 0.55718 0.87099 -4.11506
H 1.23487 3.10433 -4.99746
H 1.58836 4.96931 -3.34673
H 1.19944 4.49563 -0.93372

As for the molecular weight: 763.7 g mol⁻¹. The gap between HOMO and LUMO (alpha / beta) comes out at 7.711 / 6.005 eV. The calculation puts the LUMO energy (alpha / beta) at 0.3 / -1.6 eV. Its HOMO energy (alpha / beta) is -7.453 / -7.611 eV. As for the spin multiplicity: 6.


Below is a structure of composition C32H42N6O4S2Ti, with properties calculated with the ωB97M-V functional and the def2-TZVPD basis.

Cartesian coordinates (Å):
Ti -0.69309 0.15568 -0.35096
C 1.16171 0.58698 1.06585
C 1.44897 -0.60318 0.29323
C 2.40347 -0.15202 -0.74456
C 2.66534 1.18122 -0.51650
C 1.92212 1.64868 0.59301
C 2.11485 3.00971 1.22727
C 1.81960 4.16536 0.25812
C 3.59608 3.09865 1.63245
C 1.24824 3.15566 2.47740
C 2.99025 -0.84575 -1.98178
C 4.24522 -1.65974 -1.61566
C 3.44181 0.20378 -3.01749
C 1.97017 -1.72811 -2.71160
C 1.66261 -1.90447 1.12686
C 2.99541 -1.74737 1.88566
C 1.71658 -3.21123 0.32951
C 0.56388 -2.10117 2.17483
H 0.65698 0.59232 2.02106
H 3.28915 1.81427 -1.12866
H 2.23186 3.96804 -0.73529
H 2.26557 5.09064 0.63932
H 0.75031 4.32852 0.15057
H 4.24662 3.10782 0.75278
H 3.88118 2.24427 2.25421
H 3.77039 4.01973 2.19944
H 0.20254 2.95061 2.24448
H 1.33450 4.17216 2.87833
H 1.56022 2.45269 3.25549
H 4.94530 -1.04339 -1.04313
H 4.74481 -1.98342 -2.53492
H 4.02205 -2.55140 -1.03056
H 4.31773 0.76473 -2.68008
H 2.63367 0.90485 -3.23824
H 3.71713 -0.31086 -3.94250
H 1.51449 -2.47872 -2.07385
H 2.46869 -2.23272 -3.54611
H 1.15995 -1.11666 -3.11182
H 3.83930 -1.70959 1.19607
H 3.14703 -2.58684 2.57483
H 2.99220 -0.81944 2.46602
H 2.54444 -3.23908 -0.37437
H 0.79262 -3.38349 -0.22038
H 1.85618 -4.04053 1.03059
H 0.49760 -1.27244 2.87973
H 0.78106 -3.00671 2.74923
H -0.40800 -2.24637 1.69480
N -2.38482 2.76046 1.38607
N -2.19181 3.79667 0.48375
C -1.55117 3.46957 -0.68699
N -1.68515 4.36561 -1.69741
N -0.80007 2.41249 -0.74264
N -0.38542 2.01234 -2.00566
O 0.13902 0.78271 -1.88529
O -0.02112 2.79084 -2.94141
H -3.20399 2.20347 1.18360
H -2.35992 3.08718 2.33749
H -2.95450 4.44235 0.34277
H -2.60503 4.75623 -1.81887
H -1.21700 4.03443 -2.54284
S -2.79962 0.81066 -1.93350
C -2.88230 -0.57648 -2.98399
C -3.70785 -0.53744 -4.12072
C -3.82858 -1.61902 -4.97529
C -3.10899 -2.78408 -4.71906
C -2.27916 -2.83484 -3.61314
C -2.14885 -1.74715 -2.73954
S -1.07063 -1.96391 -1.35890
H -4.25860 0.37583 -4.31441
H -4.48072 -1.55623 -5.84021
H -3.19184 -3.64104 -5.37764
H -1.70682 -3.73299 -3.39919
O -1.18602 0.58001 3.10934
C -1.91540 -0.18848 2.51796
N -2.12799 -0.26725 1.13460
C -3.25803 -1.13946 0.95841
O -3.90575 -1.35992 -0.01744
C -3.57008 -1.77615 2.28723
C -4.44962 -2.78865 2.60623
C -4.49637 -3.19826 3.93682
C -3.69162 -2.59107 4.90026
C -2.81450 -1.56682 4.55483
C -2.77221 -1.19032 3.22873
H -5.06860 -3.24262 1.84117
H -5.16019 -4.00392 4.23047
H -3.74750 -2.92726 5.92907
H -2.17996 -1.08913 5.29268

As for the relative energy (zero: lowest compared OMol25 entry of this formula, charge and spin): 203.0 kJ/mol. As for the molecular weight: 686.7 g mol⁻¹. The gap between HOMO and LUMO (alpha / beta) comes out at 6.106 / 6.195 eV. The calculation puts the LUMO energy (alpha / beta) at 2.3 / 2.3 eV. Its charge is -1. Its HOMO energy (alpha / beta) is -3.757 / -3.850 eV. As for the spin multiplicity: 2.